{
  "formula": "C6H16NO",
  "method": "the ωB97M-V functional and the def2-TZVPD basis",
  "elements": ["O", "N", "C", "C", "C", "C", "C", "C", "H", "H", "H", "H", "H", "H", "H", "H", "H", "H", "H", "H", "H", "H", "H", "H"],
  "xyz": [[0.2357, -4.5871, -0.8267], [-0.0283, -2.0022, 0.2929], [1.0989, 1.8634, -1.5830], [-0.9845, 2.6023, 1.4816], [-0.4699, -0.5593, 0.7276], [0.4478, 1.6310, -0.4002], [-0.5341, 0.3819, -0.5964], [0.3378, 2.5016, 0.7712], [-0.9074, 3.0858, 2.4478], [1.3368, 2.4197, 1.4374], [-1.7351, 3.0674, 0.8916], [1.0720, -2.4224, 0.5422], [-0.3913, -0.1764, -1.5405], [0.0403, -5.2097, -1.5069], [0.3853, -0.0219, 1.5459], [-1.3105, -0.5766, 1.3908], [0.9244, 1.1682, -2.3222], [0.6789, 3.5591, 0.3442], [-0.2011, -2.0874, -0.7717], [0.8791, -5.0465, -0.2723], [-0.5297, -2.7450, 0.7637], [-1.5559, 0.7290, -0.8341], [-1.5446, 1.7074, 1.7974], [1.7953, 2.7364, -1.7555]],
  "orbital_gap_ev": 8.58,
  "energy_ha": -367.84440,
  "total_charge": 1
}